The following is a quantum chemistry calculation of a single C4H7NO molecule, from the OMol25 dataset.

Properties
Relative energy (zero: lowest compared OMol25 entry of this formula, charge and spin) ... 83.6 kcal per mole
HOMO level (spin up / spin down) ... -9.1 / -9.1 eV
Maximum force ... 0.49 eV/Å
DFT total energy ... -286.4985 Eh
LUMO level (spin up / spin down) ... -0.49 / -0.49 eV

Element x y z (Å)
C: -1.6247 -0.7528 0.2013
C: -0.4155 -0.0434 -0.3774
C: 0.0107 1.1875 0.2180
O: 2.3155 0.9830 -0.2889
C: 2.0155 -0.2084 -0.1575
N: 0.8170 -0.7177 0.1128
H: -1.6263 -1.7880 -0.1507
H: -2.5518 -0.2662 -0.1171
H: -1.5839 -0.7675 1.2946
H: -0.4476 -0.0044 -1.4683
H: -0.0319 1.2988 1.2982
H: 0.3219 2.0606 -0.3513
H: 2.8011 -0.9815 -0.2136

So, what does the Löwdin scheme give us? The charges, in e, come out as:
1. C -0.06
2. C -0.47
3. C 0.17
4. O -0.03
5. C -0.43
6. N 0.09
7. H 0.08
8. H 0.08
9. H 0.08
10. H 0.15
11. H 0.11
12. H 0.09
13. H 0.13